No. 1
Entry from the OMol25 dataset: a cluster of 12 separate species, C43H116N16O18 in total (ωB97M-V/def2-TZVPD).

Structure (ORCA input):
```
! RIJCOSX wB97M-V def2-TZVPD def2/J DEFGRID3
* xyz 0 1
C -15.6089 16.3191 21.5369
O -15.8730 14.9504 21.4863
C -17.2623 14.6971 21.2030
C -17.5963 13.3294 20.5579
N -19.0453 13.2395 20.2489
C -19.4270 12.1145 19.4235
C -19.4301 10.8592 20.3969
O -18.2507 10.0345 20.4509
C -18.2490 9.1140 21.5466
H -16.1627 16.8339 22.3220
H -15.7125 16.7142 20.5263
H -14.5721 16.4941 21.8242
H -17.6009 15.5023 20.5510
H -17.8001 14.8347 22.1411
H -17.3199 12.5503 21.2683
H -17.0355 13.1883 19.6339
H -19.5171 13.2074 21.1414
H -18.8340 11.9212 18.5296
H -20.4458 12.4326 19.2024
H -20.2274 10.2373 19.9898
H -19.6583 11.1905 21.4099
H -17.8433 9.4615 22.4968
H -17.5471 8.3357 21.2472
H -19.2348 8.6905 21.7390
C -13.3096 13.4039 19.1132
O -13.0507 14.2691 18.0498
C -13.9516 15.4342 18.1347
C -15.4004 15.0263 17.7028
N -16.2143 16.1200 17.1272
C -16.3087 17.3061 17.9487
C -16.9399 18.4034 17.0421
O -18.3612 18.1662 16.9478
C -18.9964 19.1664 16.2696
H -12.8355 12.4326 18.9725
H -14.3752 13.2928 19.3140
H -12.8999 13.9067 19.9892
H -13.6516 16.1523 17.3716
H -13.9296 15.9643 19.0869
H -15.9146 14.7226 18.6147
H -15.5086 14.1664 17.0419
H -16.0848 16.3019 16.1422
H -15.3202 17.6343 18.2700
H -16.8672 17.0102 18.8367
H -16.4046 18.4330 16.0931
H -16.7305 19.3891 17.4576
H -19.0576 20.1073 16.8165
H -20.0208 18.8273 16.1153
H -18.4924 19.4917 15.3595
C -14.2680 3.1443 18.0867
O -14.8771 4.3741 17.7458
C -15.5100 4.9126 18.9416
C -16.1245 6.2938 18.6995
N -17.4687 6.1589 18.0958
C -17.8985 7.5364 17.8194
C -18.8921 7.5383 16.5899
O -18.1836 6.9478 15.5129
C -18.7965 7.0576 14.1647
H -15.1340 2.4896 18.1848
H -13.6760 3.1288 19.0018
H -13.6530 2.8393 17.2400
H -14.6566 5.1123 19.5897
H -16.1589 4.1935 19.4414
H -15.3701 6.7410 18.0521
H -16.1170 6.7146 19.7050
H -17.3812 5.6248 17.2431
H -17.0703 8.1148 17.4098
H -18.3858 8.1025 18.6132
H -19.0705 8.5201 16.1515
H -19.8595 7.0694 16.7702
H -18.5680 8.0481 13.7712
H -19.8821 6.9922 14.2367
H -18.3969 6.2714 13.5241
C -14.3455 15.2321 14.3824
O -15.2466 16.3035 14.1398
C -15.9944 16.1354 12.9786
C -17.1086 17.2682 12.8744
N -16.5756 18.5355 12.3876
C -17.7286 19.4877 12.1603
C -17.3451 20.9012 11.9183
O -16.8920 21.5273 13.0994
C -16.5571 22.9101 12.9571
H -14.0573 14.6524 13.5055
H -14.6194 14.4828 15.1251
H -13.4274 15.6685 14.7759
H -16.4312 15.1371 13.0031
H -15.3600 16.1826 12.0934
H -17.6584 17.4791 13.7917
H -17.8006 16.9116 12.1115
H -16.1486 18.9771 13.1893
H -18.3336 19.4032 13.0630
H -18.4282 19.1520 11.3947
H -18.3055 21.3271 11.6280
H -16.6567 20.9377 11.0740
H -16.5855 23.4869 13.8815
H -17.3295 23.4659 12.4255
H -15.6468 23.0863 12.3841
C -21.2352 10.0764 17.0847
O -20.7407 10.4610 15.8317
C -21.6913 10.9621 14.8621
C -22.7691 9.8746 14.4095
N -22.1302 8.8273 13.6949
C -23.1390 7.7544 13.4768
C -23.3771 6.8674 14.6291
O -22.1653 6.2785 15.0647
C -22.2426 5.2961 16.0686
H -20.3440 9.7746 17.6349
H -21.9603 9.2826 17.2640
H -21.6780 10.9832 17.4966
H -21.1156 11.2915 13.9971
H -22.0832 11.9255 15.1882
H -23.4929 10.2351 13.6785
H -23.2947 9.5678 15.3138
H -21.4391 8.4453 14.3246
H -22.7773 7.0475 12.7300
H -24.1251 8.0553 13.1228
H -24.1915 6.1616 14.4653
H -23.7393 7.5185 15.4247
H -21.1783 5.2074 16.2864
H -22.5312 4.2959 15.7454
H -22.8746 5.5433 16.9215
C -10.9197 8.4615 12.4047
O -12.1861 8.8981 12.0130
C -12.8342 9.9556 12.7659
C -13.5891 9.3439 13.9682
N -14.7476 8.6638 13.5190
C -15.5663 7.7845 14.3596
C -14.9244 6.5312 15.0363
O -14.7751 5.5317 13.9981
C -14.3673 4.2513 14.2467
H -10.5129 7.7830 11.6548
H -11.0350 7.8995 13.3315
H -10.2147 9.2814 12.5414
H -13.4083 10.6198 12.1199
H -12.0664 10.5746 13.2299
H -13.8858 10.1182 14.6757
H -12.7828 8.7799 14.4371
H -14.6294 8.2550 12.6030
H -16.3320 7.2913 13.7609
H -16.1629 8.3493 15.0759
H -15.5661 6.1212 15.8162
H -14.0276 6.7840 15.6020
H -15.0290 3.6336 14.8540
H -13.3858 4.1256 14.7039
H -14.3387 3.8295 13.2420
C -15.5754 12.2652 10.6365
C -15.5059 11.5483 9.3231
O -16.4508 10.5464 9.1895
H -15.3048 11.7802 11.5744
H -16.5831 12.6752 10.7030
H -14.9453 13.1546 10.6449
H -14.5761 11.0461 9.0560
H -15.5404 12.2120 8.4591
H -16.3602 10.1341 8.3273
C -15.0237 9.9583 18.3371
O -14.6309 9.2156 19.1572
N -16.1286 10.5582 18.3449
N -14.4122 10.2773 17.2518
H -16.7671 10.1943 19.0377
H -16.3961 11.0744 17.5190
H -13.5120 9.8741 17.0347
H -14.8558 10.8859 16.5788
C -19.3874 9.7771 11.6372
O -19.0220 10.5350 12.5206
N -18.6206 9.4825 10.6114
N -20.4626 9.0695 11.5925
H -18.9813 8.7803 9.9814
H -17.7348 9.9272 10.4174
H -21.1839 9.0492 12.2991
H -20.4247 8.4145 10.8245
C -19.6232 14.5569 12.0665
O -20.4132 15.5016 11.8330
N -19.1007 14.1927 13.2625
N -19.3322 13.6003 11.2006
H -18.5943 13.3189 13.2595
H -19.1436 14.8172 14.0551
H -18.6240 12.9038 11.3837
H -19.7639 13.7755 10.3045
C -19.6834 14.8434 16.6164
O -20.6663 14.1073 16.5627
N -18.7681 14.6924 17.5602
N -19.4559 15.8597 15.8020
H -18.9588 13.9526 18.2209
H -17.9020 15.1986 17.4432
H -20.2084 16.2328 15.2412
H -18.6592 16.4396 16.0240
C -16.7281 11.5491 14.9226
O -15.7316 11.9041 15.5194
N -17.9094 11.9935 15.2290
N -16.7893 10.6439 14.0080
H -18.0617 12.7237 15.9099
H -18.6388 11.6107 14.6446
H -15.9509 10.1696 13.7041
H -17.6592 10.3890 13.5625
*
```

LUMO energy = 0.270 eV
ΔE to the lowest compared entry with this formula, charge and spin = 72.9 kcal/mol
E_HOMO = -8.472 eV
frontier orbital gap = 8.74 eV
SMILES = COCCNCCOC.COCCNCCOC.COCCNCCOC.COCCNCCOC.COCCNCCOC.COCCNCCOC.NC(N)=O.NC(N)=O.NC(N)=O.NC(N)=O.NC(N)=O.CCO

Mulliken population analysis, charges in e, atoms 1 to 4: atom 1 (C): -0.39, atom 2 (O): -0.36, atom 3 (C): -0.76, atom 4 (C): 0.47

---

No. 2
Entry from the OMol25 dataset: the molecule C4H4N4 (ωB97M-V/def2-TZVPD).

Structure (ORCA input):
```
! RIJCOSX wB97M-V def2-TZVPD def2/J DEFGRID3
* xyz 0 1
C 1.0741 1.4089 -1.0715
C -0.3591 1.1095 -1.6706
C -0.6173 0.1280 -0.5216
C 0.6953 0.2450 -0.0617
H 2.1294 1.1478 -1.6319
H 1.2744 2.3649 -0.5364
H -1.0735 1.9582 -1.7076
H -0.3806 0.5789 -2.6495
N -1.4087 -0.6655 -0.0125
N -0.9495 -1.2290 1.2608
N 0.1829 -1.0375 1.6439
N 1.2169 -0.4106 0.8903
*
```

LUMO energy = -0.372 eV
ΔE to the lowest compared entry with this formula, charge and spin = 105.5 kcal/mol
E_HOMO = -9.856 eV
frontier orbital gap = 9.48 eV
SMILES = C1Cc2nnnnc21

Mulliken population analysis, charges in e, atoms 1 to 4: atom 1 (C): -0.39, atom 2 (C): -0.35, atom 3 (C): 0.36, atom 4 (C): 0.44

---

No. 3
Entry from the OMol25 dataset: a structure of composition C26H25N9O6S3V (ωB97M-V/def2-TZVPD).

Structure (ORCA input):
```
! RIJCOSX wB97M-V def2-TZVPD def2/J DEFGRID3
* xyz 1 3
V 0.4162 0.6570 0.3277
O 2.8808 -0.4185 -2.3047
S 1.5731 -0.2072 -1.7759
O 1.1463 1.1745 -1.6006
N 1.3713 -0.8266 -0.2860
C 1.9624 -2.0321 0.0002
C 1.9920 -3.0534 -0.9391
C 2.6253 -4.2711 -0.6925
C 3.2938 -4.4857 0.4808
C 3.3327 -3.4717 1.4570
C 4.0858 -3.6116 2.6421
C 4.1518 -2.5717 3.5287
C 3.4227 -1.4088 3.2365
N 2.6861 -1.2591 2.1674
C 2.6424 -2.2423 1.2423
C 0.4187 -1.0793 -2.8385
C -0.6058 -1.8396 -2.2924
C -1.3822 -2.6193 -3.1349
C -1.1331 -2.6308 -4.4998
C -0.1199 -1.8508 -5.0331
C 0.6659 -1.0738 -4.1967
H 1.5191 -2.9058 -1.8942
H 2.5923 -5.0339 -1.4540
H 3.8263 -5.4085 0.6524
H 4.6156 -4.5373 2.8138
H 4.7375 -2.6318 4.4322
H 3.4477 -0.5540 3.9042
H -0.7789 -1.8073 -1.2230
H -2.1763 -3.2224 -2.7233
H -1.7230 -3.2597 -5.1468
H 0.0739 -1.8624 -6.0929
H 1.4855 -0.4813 -4.5691
O -2.9767 4.1096 -1.4810
C -2.8673 3.1970 -2.4622
C -3.3268 3.4748 -3.7483
C -3.2428 2.5339 -4.7555
C -2.7341 1.2730 -4.4828
C -2.2753 0.9848 -3.2157
C -2.2916 1.9378 -2.1978
C -1.6055 1.6582 -0.9336
O -1.1159 0.5003 -0.6213
N -1.4426 2.6377 -0.0852
N -0.6524 2.2929 0.9601
C -0.7996 3.1206 1.9493
S 0.0647 3.0238 3.4561
C -0.9947 4.2563 4.3058
C -1.3838 5.2858 3.2762
S -1.9777 4.3944 1.7843
H -3.3691 4.9201 -1.8357
H -3.7475 4.4497 -3.9575
H -3.5699 2.7922 -5.7503
H -2.6905 0.5171 -5.2498
H -1.8739 0.0122 -2.9904
H -0.4143 4.6834 5.1229
H -1.8620 3.7265 4.7025
H -0.5256 5.8894 2.9778
H -2.1849 5.9354 3.6216
N -1.7329 -1.4068 1.5082
N -1.3935 -1.2072 2.8445
C -0.2631 -0.5501 3.1767
N 0.1368 -0.5566 4.4493
N 0.3799 0.0749 2.2031
N 1.5222 0.7159 2.3975
O 1.9544 0.9818 3.5018
O 1.9209 1.2493 1.3727
H -2.6333 -0.9914 1.2837
H -1.7319 -2.3954 1.2659
H -1.8744 -1.7351 3.5700
H -0.4239 -0.9700 5.1722
H 0.9526 0.0101 4.6775
*
```

⟨S²⟩ = 2.01
LUMO energy (spin up / spin down) = -3.445 / -3.340 eV
ΔE to the lowest compared entry with this formula, charge and spin = 79.0 kcal/mol
E_HOMO (spin up / spin down) = -10.190 / -10.203 eV
frontier orbital gap (spin up / spin down) = 6.75 / 6.86 eV

Mulliken population analysis, charges in e, atoms 1 to 4: atom 1 (V): -0.35, atom 2 (O): -0.78, atom 3 (S): 1.88, atom 4 (O): -0.74

---

No. 4
Entry from the OMol25 dataset: a structure of composition C4H12N3 (ωB97M-V/def2-TZVPD).

Structure (ORCA input):
```
! RIJCOSX wB97M-V def2-TZVPD def2/J DEFGRID3
* xyz 1 1
C -0.5202 0.9443 0.3235
C -1.0200 1.5044 -1.0102
C 0.1209 1.5325 -2.0024
N 0.4693 -2.1796 1.3683
C 1.0060 -3.2977 1.7175
N 1.2653 1.9838 -1.3863
N -1.4530 0.0535 0.9077
H -0.2500 1.7677 0.9776
H 0.4559 0.4037 0.1560
H -1.8742 0.9496 -1.4033
H -1.3883 2.5237 -0.8924
H 0.3860 0.4945 -2.3107
H -0.1917 2.0623 -2.9218
H -1.2390 -0.2020 1.8659
H 0.9521 -2.0456 2.3697
H 0.5882 -3.9744 2.4793
H 2.0277 1.9988 -2.0837
H 1.9887 -3.6469 1.3482
H -1.3237 -0.8726 0.4971
*
```

LUMO energy = -8.350 eV
ΔE to the lowest compared entry with this formula, charge and spin = 231.4 kcal/mol
E_HOMO = -11.916 eV
frontier orbital gap = 3.57 eV

Mulliken population analysis, charges in e, atoms 1 to 4: atom 1 (C): -0.46, atom 2 (C): -0.58, atom 3 (C): -0.45, atom 4 (N): -0.48

---

no.,largest force on an atom (eV/Å)
1,7.6
2,3.9
3,3.7
4,2.1